Run A
Computed, not measured: a molecular structure, C2H6Br2N, with ωB97M-V/def2-TZVPD.

Structure (XYZ):
```
11
Properties=species:S:1:pos:R:3
Br 1.91 -1.85 0.06
Br 3.12 1.04 0.22
N -0.64 0.68 0.52
C -1.49 -0.38 0.02
C 1.99 -0.13 -0.61
H -2.39 -0.17 0.56
H -1.67 -0.54 -0.99
H -0.38 1.28 -0.28
H -0.84 1.16 1.36
H 1.40 0.11 -1.39
H -1.01 -1.20 0.53
```

Calculated values
Multiplicity: 1
E_HOMO (spin up / spin down) (eV): -13.32 / -13.33
Charge: +1



Run B
Computed, not measured: a gas-phase ion, C2H6Br2N (charge +1), with ωB97M-V/def2-TZVPD.

Structure (XYZ):
```
11
Properties=species:S:1:pos:R:3
Br 0.66 -2.92 0.67
Br 0.85 2.55 -1.35
N 0.46 -0.02 0.11
C -0.36 -1.23 0.28
C -0.32 1.40 -0.27
H 1.07 0.17 0.92
H -0.98 -1.18 1.13
H -1.01 -1.43 -0.56
H -0.57 1.80 0.62
H 1.19 0.01 -0.59
H -1.00 0.86 -0.98
```

Calculated values
Multiplicity: 1
E_HOMO (eV): -14.93
Charge: +1
SMILES string: BrC[NH2+]CBr



Stability check: which of them is least stable? run A.



Run A
Computed, not measured: a molecular structure, C2H3N3OS, with ωB97M-V/def2-TZVPD.

Structure (XYZ):
```
10
Properties=species:S:1:pos:R:3
S -3.77 0.12 -0.14
O -2.07 -1.93 -0.16
N -2.53 2.63 0.24
N -1.34 0.21 0.13
N -2.19 -0.73 -0.05
C -2.76 1.50 0.16
C 0.05 -0.03 -0.05
H 0.41 0.24 -1.00
H 0.36 -0.95 0.18
H 0.61 0.57 0.53
```

Calculated values
Multiplicity: 1
E_HOMO (eV): -9.72



Run B
Computed, not measured: a single C2H3N3OS molecule, with ωB97M-V/def2-TZVPD.

Structure (XYZ):
```
10
Properties=species:S:1:pos:R:3
S -0.24 1.37 0.16
O 0.66 2.05 -0.78
N 0.20 -1.31 0.62
N -0.59 -0.73 -1.65
N 0.60 -0.70 1.70
C -0.29 -0.43 -0.38
C 0.60 0.57 1.70
H -1.08 -0.16 -2.18
H -0.87 -1.71 -1.86
H 1.01 1.06 2.67
```

Calculated values
Multiplicity: 1
E_HOMO (eV): -9.12



Stability check: which of them is least stable? run A.



Run A
Computed, not measured: a gas-phase ion, C4H6NO3 (charge -1), with ωB97M-V/def2-TZVPD.

Structure (XYZ):
```
14
Properties=species:S:1:pos:R:3
O 0.41 -1.34 -2.32
O -0.38 -2.32 -0.45
O 0.42 2.19 1.46
N 1.62 0.46 0.73
C -0.87 0.01 -0.80
C -0.22 -1.36 -1.25
C 0.42 1.01 1.08
C -0.80 0.22 0.70
H -1.65 0.76 1.14
H -0.77 -0.77 1.18
H -0.37 0.73 -1.45
H -1.93 -0.13 -1.07
H 1.63 -0.45 0.29
H 2.50 0.97 0.77
```

Calculated values
Multiplicity: 1
E_HOMO (eV): -4.41
Charge: -1
SMILES string: NC(=O)CCC(=O)[O-]



Run B
Computed, not measured: a gas-phase ion, C4H6NO3 (charge -1), with ωB97M-V/def2-TZVPD.

Structure (XYZ):
```
14
Properties=species:S:1:pos:R:3
O -1.31 -1.89 -1.53
O -1.11 -2.05 0.72
O 2.27 1.26 0.48
N 0.50 -0.11 0.95
C 1.55 0.64 1.26
C -0.89 -1.55 -0.42
C -0.77 0.90 -0.91
C 0.05 -0.28 -0.41
H -0.14 1.79 -1.04
H -1.57 1.13 -0.19
H -1.23 0.62 -1.86
H 1.78 0.69 2.34
H -0.05 -0.63 1.62
H 0.92 -0.52 -1.02
```

Calculated values
Multiplicity: 1
E_HOMO (eV): -4.58
Charge: -1
SMILES string: C[C@@H](NC=O)C(=O)[O-]



Run C
Computed, not measured: a gas-phase ion, C4H6NO3 (charge -1), with ωB97M-V/def2-TZVPD.

Structure (XYZ):
```
14
Properties=species:S:1:pos:R:3
O 0.28 2.24 2.55
O -1.71 -0.64 -1.91
O -1.59 0.97 2.19
N -0.68 0.04 0.01
C 0.42 0.25 1.03
C -0.61 -0.50 -1.22
C -0.46 1.43 2.00
C 0.72 -0.99 -1.64
H 1.22 0.71 0.45
H 1.46 -0.87 -0.92
H 1.05 -0.48 -2.54
H 0.61 -2.05 -1.95
H 0.82 -0.62 1.65
H -1.54 0.51 0.29
```

Calculated values
Multiplicity: 1
E_HOMO (eV): -4.30
Charge: -1
SMILES string: CC(=O)NCC(=O)[O-]



Stability check: which of them is least stable? run C.



Run A
Computed, not measured: a gas-phase ion, C5H7N2 (charge +1), with ωB97M-V/def2-TZVPD.

Structure (XYZ):
```
14
Properties=species:S:1:pos:R:3
N -0.12 1.21 -0.10
N 2.59 0.58 0.01
C -0.84 -0.95 0.02
C 0.36 -0.04 -0.04
C 1.84 -0.41 -0.15
C -1.44 1.39 0.16
C -1.98 0.07 0.07
H 2.17 -1.50 -0.22
H -2.58 0.05 0.99
H 3.62 0.73 0.05
H 0.58 1.94 -0.08
H -2.61 0.11 -0.82
H -0.81 -1.42 0.96
H -0.77 -1.75 -0.86
```

Calculated values
Multiplicity: 1
E_HOMO (eV): -13.91
Charge: +1



Run B
Computed, not measured: a molecular structure, C5H7N2, with ωB97M-V/def2-TZVPD.

Structure (XYZ):
```
14
Properties=species:S:1:pos:R:3
N -0.71 -1.27 -0.89
N 1.01 -1.95 0.61
C 1.57 -0.63 0.74
C 0.70 0.63 -0.45
C 0.15 -1.87 -0.24
C -0.66 0.08 -0.59
C -1.80 0.80 -0.09
H 1.25 0.23 -1.31
H 0.79 1.64 -0.17
H 2.61 -0.48 0.54
H -1.63 1.98 -0.01
H 1.35 -0.22 1.66
H -1.92 0.38 0.86
H -2.72 0.70 -0.65
```

Calculated values
Multiplicity: 1
E_HOMO (eV): -15.25
Charge: +1



Run C
Computed, not measured: 2 unconnected molecules or ions with the total composition C5H7N2, with ωB97M-V/def2-TZVPD.

Structure (XYZ):
```
14
Properties=species:S:1:pos:R:3
N 0.07 -0.42 1.71
N 1.03 -0.71 2.29
C -2.06 0.27 0.47
C -2.02 -0.54 -0.79
C -0.93 0.02 1.24
C 3.74 0.55 -0.59
C 2.83 0.19 0.23
H -1.48 -1.50 -0.65
H 3.74 1.47 -1.33
H -3.03 -0.71 -1.18
H -1.50 -0.09 -1.67
H -2.87 -0.04 1.02
H 4.69 0.25 -0.89
H -2.22 1.26 0.15
```

Calculated values
Multiplicity: 1
E_HOMO (spin up / spin down) (eV): -14.37 / -14.37
Charge: +1



Stability check: which of them is least stable? run C.



Run A
Computed, not measured: a molecular structure, C5H7N2, with ωB97M-V/def2-TZVPD.

Structure (XYZ):
```
14
Properties=species:S:1:pos:R:3
N -1.19 0.74 0.04
N -2.51 0.77 -0.10
C -2.73 -0.46 0.02
C -0.36 1.86 0.05
C -0.71 -0.77 0.06
C -1.86 -1.50 0.03
C 0.65 -1.24 0.05
H 0.59 1.66 -0.42
H 0.55 -2.33 -0.31
H 1.13 -1.03 1.04
H -0.25 1.97 1.07
H -2.02 -2.63 0.06
H 1.27 -0.74 -0.55
H -0.93 2.75 -0.30
```

Calculated values
Multiplicity: 1
E_HOMO (eV): -14.73
Charge: +1



Run B
Computed, not measured: 2 unconnected molecules or ions with the total composition C5H7N2, with ωB97M-V/def2-TZVPD.

Structure (XYZ):
```
14
Properties=species:S:1:pos:R:3
N -1.00 0.20 -0.52
N 0.67 -2.99 -1.08
C 0.29 -2.19 -0.35
C -1.91 -0.39 0.24
C -0.49 -0.50 0.52
C -0.50 0.85 -1.67
C 0.62 -0.18 1.50
H 1.34 -3.63 -1.42
H 1.44 0.02 0.92
H 0.66 0.95 -1.57
H 0.18 0.61 2.04
H -0.76 0.20 -2.58
H 0.74 -1.09 2.02
H -0.90 1.86 -1.89
```

Calculated values
Multiplicity: 1
E_HOMO (eV): -14.41
Charge: +1



Run C
Computed, not measured: a gas-phase ion, C5H7N2 (charge +1), with ωB97M-V/def2-TZVPD.

Structure (XYZ):
```
14
Properties=species:S:1:pos:R:3
N 1.16 -0.65 0.08
N -0.92 0.08 0.95
C 0.34 1.57 -0.48
C 0.23 0.23 0.17
C -3.10 -0.56 -0.47
C -2.07 -0.17 -0.01
C 1.68 -1.72 -0.31
H 1.19 -2.39 -0.98
H 2.69 -2.06 0.11
H -1.35 0.65 1.61
H -0.29 1.70 -1.34
H 1.31 1.73 -0.89
H 0.01 2.46 0.06
H -0.86 -0.88 1.49
```

Calculated values
Multiplicity: 1
E_HOMO (spin up / spin down) (eV): -12.58 / -12.58
Charge: +1



Run D
Computed, not measured: 2 unconnected molecules or ions with the total composition C5H7N2, with ωB97M-V/def2-TZVPD.

Structure (XYZ):
```
14
Properties=species:S:1:pos:R:3
N -0.73 0.98 0.83
N 0.59 -0.66 1.60
C 0.39 0.67 -2.19
C 0.56 0.70 -3.37
C -0.09 -1.24 0.45
C -0.75 -0.04 -0.17
C 0.17 0.57 1.78
H 1.12 0.70 -4.23
H -1.48 0.01 -1.01
H -1.23 1.81 0.80
H -0.95 -1.76 0.92
H 1.43 -0.94 2.17
H 0.53 -1.86 -0.26
H 0.45 1.05 2.68
```

Calculated values
Multiplicity: 1
E_HOMO (spin up / spin down) (eV): -13.07 / -13.08
Charge: +1



Stability check: which of them is least stable? run C.



Run A
Computed, not measured: a gas-phase ion, C5H7N2 (charge +1), with ωB97M-V/def2-TZVPD.

Structure (XYZ):
```
14
Properties=species:S:1:pos:R:3
N -1.66 1.15 0.34
N 0.15 -0.94 -0.52
C -1.76 0.05 0.10
C 0.73 0.23 -0.21
C -1.31 -1.22 -0.35
C 1.03 -0.91 0.63
C 0.87 1.68 -0.32
H 0.01 1.87 0.23
H 0.90 2.16 -1.30
H -1.84 -1.54 -1.36
H 0.65 -1.03 1.62
H -1.46 -2.10 0.47
H 1.79 1.95 0.22
H 1.90 -1.35 0.45
```

Calculated values
Multiplicity: 1
E_HOMO (eV): -16.35
Charge: +1
SMILES string: CC1=[N+](CC#N)C1



Run B
Computed, not measured: a molecular structure, C5H7N2, with ωB97M-V/def2-TZVPD.

Structure (XYZ):
```
14
Properties=species:S:1:pos:R:3
N 1.59 1.33 -0.01
N 0.97 0.23 0.31
C 2.72 0.83 -0.23
C -1.21 0.71 -0.53
C 3.05 -0.48 -0.19
C 1.76 -0.96 0.23
C -0.35 0.41 0.74
H 1.45 -2.02 0.41
H -0.70 1.51 -1.11
H -0.83 -0.30 1.40
H -2.16 1.23 -0.25
H -0.42 1.40 1.17
H -1.44 -0.05 -1.13
H 3.96 -0.97 -0.39
```

Calculated values
Multiplicity: 1
E_HOMO (spin up / spin down) (eV): -15.50 / -15.50
Charge: +1



Run C
Computed, not measured: a gas-phase ion, C5H7N2 (charge +1), with ωB97M-V/def2-TZVPD.

Structure (XYZ):
```
14
Properties=species:S:1:pos:R:3
N -0.67 -3.49 -0.14
N 0.97 1.95 0.38
C 0.17 1.01 -0.52
C 1.05 -0.28 -0.88
C -0.28 -2.37 -0.32
C -0.03 -1.04 -0.28
C -0.83 0.17 0.27
H 1.37 2.76 -0.19
H 0.26 2.17 1.05
H -0.55 -4.54 -0.32
H -1.90 0.33 0.05
H -0.79 0.20 1.34
H -0.47 1.52 -1.40
H 1.70 1.62 0.94
```

Calculated values
Multiplicity: 1
E_HOMO (eV): -12.24
Charge: +1



Run D
Computed, not measured: a gas-phase ion, C5H7N2 (charge +1), with ωB97M-V/def2-TZVPD.

Structure (XYZ):
```
14
Properties=species:S:1:pos:R:3
N -0.62 0.92 0.15
N -0.08 -0.90 1.35
C -0.04 -0.28 0.15
C -0.37 -1.24 -0.99
C -0.53 2.12 -0.02
C 1.46 0.34 0.03
C 2.62 0.50 -0.07
H 0.41 2.65 -0.37
H -1.44 -1.23 -1.10
H -1.47 2.70 0.15
H -0.05 -2.22 -0.89
H -0.12 -1.94 1.26
H 0.18 -0.49 2.21
H 0.06 -0.93 -1.86
```

Calculated values
Multiplicity: 1
E_HOMO (spin up / spin down) (eV): -14.65 / -14.52
Charge: +1



Stability check: which of them is least stable? run D.